Formula: C2H5N4S
Source: OMol25
Level of theory: wB97M-V/def2-TZVPD

As for the spin multiplicity: 1. The value obtained for the max |F| is 0.0534 Eh/bohr. The charge is -1. The energy above the lowest of the compared OMol25 structures with the same formula, charge and spin is 117.1 kJ/mol. For the total energy, the calculation gives -696.3098 Ha. The HOMO-LUMO gap is 6.37 eV.

Element x y z (Å)
1 S -3.10 0.56 0.85
2 N 0.55 0.35 0.04
3 N -0.58 0.82 0.37
4 N -1.53 -1.29 -0.15
5 N -1.57 0.04 0.24
6 C 1.56 1.29 0.23
7 C -0.55 -1.89 -0.71
8 H 2.02 1.05 1.22
9 H 0.57 -1.61 -0.65
10 H -0.87 -2.77 -1.24
11 H 2.42 1.20 -0.49
12 H 1.08 2.24 0.29